No. 1
Computed, not measured: an isolated molecule of C3H7FN2O, with wB97M-V/def2-TZVPD.

Positions of all 14 atoms, in Å:
O -2.439 -1.154 -0.625
C -2.021 -0.388 0.508
N -1.193 0.727 0.545
N -0.402 0.995 -0.602
C 1.062 0.940 -0.155
C 1.518 -0.511 0.128
F 2.969 -0.729 0.050
H -2.519 -0.461 1.604
H -1.075 1.529 1.284
H -0.633 1.876 -1.224
H 1.117 1.504 0.778
H 1.605 1.427 -1.005
H 1.074 -0.920 1.241
H 1.032 -1.470 -0.616

frontier orbital gap = 10.2 eV
HOMO level = -9.838 eV
relative energy (zero: lowest compared OMol25 entry of this formula, charge and spin) = 405.1 kJ/mol
structure (SMILES) = O=CNNCCF
DFT total energy = -10964.96775 eV

No. 2
Computed, not measured: an isolated ion of composition C3H7FN3 and charge +1, with wB97M-V/def2-TZVPD.

Positions of all 14 atoms, in Å:
N -0.934 1.907 0.760
C -0.339 0.793 0.513
N 0.242 0.021 1.334
N 0.772 -1.110 0.721
C 0.395 -1.173 -0.754
C -0.332 0.142 -0.933
F 0.420 0.870 -1.847
H -1.182 2.400 -0.039
H -0.887 2.565 1.626
H 0.503 -1.963 1.244
H 1.775 -1.285 0.849
H -0.118 -2.149 -0.832
H 1.167 -1.158 -1.538
H -1.482 0.140 -1.104

frontier orbital gap = 11.3 eV
HOMO level = -14.681 eV
total charge = +1
relative energy (zero: lowest compared OMol25 entry of this formula, charge and spin) = 156.7 kJ/mol
structure (SMILES) = NC1=N[NH2+]C[C@@H]1F
DFT total energy = -10403.82337 eV

No. 3
Computed, not measured: C3H7FNiO2 as an isolated structure, with wB97M-V/def2-TZVPD.

Positions of all 14 atoms, in Å:
O 0.010 1.891 0.015
C -1.317 1.515 -0.131
C -1.596 0.168 0.521
O -0.554 -0.747 0.086
C -0.491 -1.966 0.667
Ni 1.220 0.561 0.018
H -1.607 1.451 -1.198
H -2.005 2.238 0.345
H -2.562 -0.252 0.214
H -1.536 0.241 1.616
H 0.023 -2.715 0.059
H -1.302 -2.243 1.344
H 1.779 -0.433 2.150
F 1.914 -0.735 1.220

frontier orbital gap (spin up / spin down) = 7.2 / 8.6 eV
HOMO level (spin up / spin down) = -12.225 / -14.644 eV
total charge = +1
2S+1 = 4
relative energy (zero: lowest compared OMol25 entry of this formula, charge and spin) = 0.0 kJ/mol
DFT total energy = -51068.93969 eV

No. 4
Computed, not measured: a 2-piece molecular cluster, C3H7FO overall, with wB97M-V/def2-TZVPD.

Positions of all 12 atoms, in Å:
C 1.040 -0.664 -0.565
C -0.309 1.385 0.279
C -0.325 -0.038 -0.383
O -1.324 -1.073 1.063
F -1.268 -0.294 -1.332
H 1.127 -1.757 -0.412
H 1.553 -0.211 0.250
H 1.401 -0.412 -1.471
H 0.706 1.459 0.576
H -1.046 1.375 1.094
H -0.573 2.184 -0.326
H -0.983 -1.955 1.227

frontier orbital gap = 10.4 eV
HOMO level = -9.644 eV
relative energy (zero: lowest compared OMol25 entry of this formula, charge and spin) = 222.4 kJ/mol
DFT total energy = -7986.78803 eV

No. 5
Computed, not measured: an isolated molecule of C3H7FO2S, with wB97M-V/def2-TZVPD.

Positions of all 14 atoms, in Å:
C 0.813 1.251 -0.121
C 0.242 0.054 0.475
C 0.683 -1.286 -0.060
S -1.477 0.103 -0.107
O -1.559 -0.071 -1.500
O -2.257 1.191 0.559
F -2.003 -1.259 0.707
H 0.669 1.412 -1.211
H 0.419 2.122 0.304
H 1.927 1.102 -0.189
H 0.323 0.014 1.534
H 1.799 -1.458 0.235
H 0.458 -1.213 -1.160
H -0.038 -1.963 0.532

frontier orbital gap = 12.2 eV
HOMO level = -11.513 eV
relative energy (zero: lowest compared OMol25 entry of this formula, charge and spin) = 89.5 kJ/mol
structure (SMILES) = CC(C)S(=O)(=O)F
DFT total energy = -20870.99798 eV

No. 6
Computed, not measured: an isolated molecule of C3H7FO3, with wB97M-V/def2-TZVPD.

Positions of all 14 atoms, in Å:
O 0.489 -0.837 -1.579
C -0.057 0.347 -0.995
O 0.369 1.509 -1.495
C 0.037 0.330 0.661
O 1.380 0.740 0.946
C -0.265 -1.038 1.196
F -0.631 -0.789 2.564
H 1.421 -0.729 -1.233
H -1.103 0.354 -1.232
H 1.317 1.538 -1.377
H -0.694 1.174 0.857
H 1.530 0.430 1.883
H -1.107 -1.560 0.704
H 0.688 -1.509 1.163

frontier orbital gap = 10.8 eV
HOMO level = -10.246 eV
relative energy (zero: lowest compared OMol25 entry of this formula, charge and spin) = 115.5 kJ/mol
structure (SMILES) = OC(O)[C@H](O)CF
DFT total energy = -12083.32468 eV

No. 7
Computed, not measured: C3H7FeO2 as an isolated structure, with wB97M-V/def2-TZVPD.

Positions of all 13 atoms, in Å:
O -1.356 -0.062 1.593
C 0.018 -0.060 1.712
C 0.706 0.895 0.749
O 0.752 0.273 -0.522
C 1.597 0.911 -1.450
Fe -2.326 0.426 0.137
H 0.426 -1.087 1.606
H 0.318 0.246 2.734
H 1.693 1.149 1.175
H 0.375 1.930 0.539
H 1.359 1.982 -1.556
H 2.644 0.839 -1.112
H 1.411 0.437 -2.420

frontier orbital gap (spin up / spin down) = 7.8 / 9.1 eV
HOMO level (spin up / spin down) = -7.041 / -9.699 eV
2S+1 = 6
relative energy (zero: lowest compared OMol25 entry of this formula, charge and spin) = 0.0 kJ/mol
DFT total energy = -41703.17702 eV

No. 8
Computed, not measured: a 2-piece molecular cluster, C3H7I overall, with wB97M-V/def2-TZVPD.

Positions of all 11 atoms, in Å:
C -1.600 -0.846 -2.172
C -0.806 -1.889 -1.922
H -1.755 -0.484 -3.195
H -2.119 -0.322 -1.362
H -0.286 -2.413 -2.733
H -0.650 -2.251 -0.900
C 1.576 1.709 2.336
I 0.115 0.959 3.660
H 1.102 2.309 1.542
H 2.131 0.879 1.867
H 2.293 2.348 2.879

frontier orbital gap = 10.0 eV
HOMO level = -9.504 eV
relative energy (zero: lowest compared OMol25 entry of this formula, charge and spin) = 55.8 kJ/mol
structure (SMILES) = C=C.CI
DFT total energy = -11324.02799 eV

No. 9
Computed, not measured: a 2-piece molecular cluster, C3H7IN overall, with wB97M-V/def2-TZVPD.

Positions of all 12 atoms, in Å:
C 0.158 0.508 0.549
C -0.063 1.032 1.916
C -0.912 0.724 -0.489
N 0.812 1.704 1.189
I 1.174 -3.304 -1.376
H 0.842 -0.368 0.384
H -0.484 1.149 2.952
H -0.401 1.020 -1.376
H -1.512 1.531 0.024
H -1.232 -0.331 -0.540
H 0.869 -4.893 -1.729
H 1.156 2.527 0.873

frontier orbital gap = 6.7 eV
HOMO level = -12.848 eV
total charge = +1
relative energy (zero: lowest compared OMol25 entry of this formula, charge and spin) = 375.3 kJ/mol
DFT total energy = -12804.59875 eV

No. 10
Computed, not measured: an isolated ion of composition C3H7IN and charge +1, with wB97M-V/def2-TZVPD.

Positions of all 12 atoms, in Å:
C -0.406 -0.308 -0.632
C 1.315 0.597 0.492
C -1.288 -0.850 0.425
N 0.356 1.004 -0.597
I 3.222 -0.157 0.152
H 0.062 -0.805 -1.479
H 1.087 0.510 1.556
H -1.112 -1.874 0.604
H -2.243 -0.903 0.005
H -1.318 -0.154 1.296
H 0.552 1.171 -1.568
H -0.226 1.769 -0.255

frontier orbital gap (spin up / spin down) = 8.2 / 8.2 eV
HOMO level (spin up / spin down) = -12.939 / -13.196 eV
total charge = +1
relative energy (zero: lowest compared OMol25 entry of this formula, charge and spin) = 444.2 kJ/mol
DFT total energy = -12803.88501 eV

No. 11
Computed, not measured: a 2-piece molecular cluster, C3H7IN2 overall, with wB97M-V/def2-TZVPD.

Positions of all 13 atoms, in Å:
H -3.584 0.957 2.124
N -2.691 0.878 1.529
C -2.788 0.265 0.504
I -4.797 -0.403 -0.221
H -1.872 0.113 -0.099
C 1.235 0.844 -0.423
N 1.521 -0.215 -1.081
C 2.465 -1.093 -0.565
H 1.877 1.096 0.489
H 0.633 1.546 -0.896
H 2.995 -1.503 -1.425
H 3.061 -0.559 0.118
H 1.945 -1.926 -0.054

frontier orbital gap = 9.9 eV
HOMO level = -9.707 eV
relative energy (zero: lowest compared OMol25 entry of this formula, charge and spin) = 221.1 kJ/mol
structure (SMILES) = [H]/N=C\I.C=NC
DFT total energy = -14303.03876 eV

No. 12
Computed, not measured: a 2-piece molecular cluster, C3H7INP overall, with wB97M-V/def2-TZVPD.

Positions of all 13 atoms, in Å:
C -1.078 0.441 -0.641
C -0.359 0.296 -1.896
C 1.259 0.415 1.094
N -2.277 0.011 -0.597
P -0.227 1.396 0.700
I 0.878 -4.207 4.416
H 0.060 -0.676 -1.860
H -0.937 0.459 -2.754
H 0.644 0.871 -2.196
H 1.749 0.326 0.110
H 1.151 -0.486 1.433
H 1.826 1.043 1.761
H -2.688 0.112 0.430

frontier orbital gap (spin up / spin down) = 8.3 / 4.8 eV
HOMO level (spin up / spin down) = -9.187 / -8.211 eV
relative energy (zero: lowest compared OMol25 entry of this formula, charge and spin) = 284.3 kJ/mol
DFT total energy = -22100.54493 eV